{
  "formula": "C58H62N12O10PS4SeTl",
  "method": "ωB97M-V with the def2-TZVPD basis set",
  "elements": ["Tl", "N", "C", "N", "C", "C", "S", "C", "C", "S", "C", "N", "N", "H", "H", "H", "H", "H", "H", "Se", "N", "C", "C", "C", "C", "C", "N", "C", "C", "N", "C", "C", "C", "C", "C", "N", "H", "H", "H", "H", "H", "H", "O", "C", "O", "C", "C", "C", "C", "C", "C", "O", "N", "O", "O", "N", "O", "O", "H", "H", "C", "P", "C", "C", "H", "H", "H", "H", "H", "H", "H", "H", "H", "C", "C", "C", "C", "N", "C", "S", "N", "C", "C", "C", "C", "H", "H", "H", "H", "H", "H", "H", "H", "H", "H", "H", "H", "H", "H", "H", "H", "H", "H", "H", "H", "O", "S", "C", "C", "C", "C", "C", "C", "C", "C", "C", "C", "C", "C", "C", "C", "H", "H", "H", "H", "H", "H", "H", "H", "H", "H", "H", "H", "H", "H", "O", "C", "O", "C", "C", "C", "C", "C", "C", "H", "H", "H", "H", "H"],
  "positions_angstrom": [[0.59198, -0.50255, -0.34325], [2.68328, -0.33605, -3.63515], [1.38308, -0.38255, -3.99675], [0.47578, -0.94995, -3.30605], [-0.73452, -1.00065, -3.92275], [-0.76342, -0.42095, -5.15555], [0.79888, 0.20595, -5.58095], [-1.82782, -1.63165, -3.21195], [-3.00872, -2.04775, -3.74785], [-4.01132, -2.77605, -2.53515], [-2.68202, -2.43385, -1.33035], [-1.67532, -1.86425, -1.88065], [-2.81922, -2.69695, -0.04775], [2.81108, -0.60045, -2.66365], [3.24778, 0.42475, -3.97755], [-1.58962, -0.28635, -5.82345], [-3.34452, -1.98185, -4.76265], [-3.52642, -3.33725, 0.26595], [-1.97422, -2.46895, 0.59705], [1.53368, 6.05185, -6.06295], [0.18418, 5.02925, -5.55945], [0.57358, 4.28645, -4.53855], [-0.25142, 3.31985, -3.87465], [-1.58562, 3.09445, -4.22435], [-2.30812, 2.16465, -3.51415], [-1.68222, 1.48575, -2.46455], [-0.41912, 1.64955, -2.16125], [0.30188, 2.54205, -2.83235], [1.68238, 2.73965, -2.42505], [2.15778, 1.97015, -1.45025], [3.35568, 2.21025, -0.97475], [4.19388, 3.21975, -1.45515], [3.75378, 3.98215, -2.51235], [2.47228, 3.74885, -3.02235], [1.92828, 4.49665, -4.11725], [2.60358, 5.39455, -4.81155], [-2.01802, 3.66425, -5.03445], [-3.33562, 1.94945, -3.76575], [-2.21882, 0.77295, -1.85695], [3.65298, 1.57345, -0.15725], [5.16228, 3.38275, -1.00755], [4.35578, 4.76365, -2.95345], [3.17348, 0.78625, 3.31215], [2.58968, 1.10835, 2.28235], [2.57818, 0.43305, 1.20675], [1.95028, 2.49525, 2.19525], [2.54438, 3.46995, 2.93175], [2.13668, 4.82205, 2.85165], [1.13238, 5.17695, 1.95935], [0.48058, 4.20955, 1.22425], [0.80398, 2.77745, 1.32905], [0.15628, 1.93535, 0.71765], [-0.45972, 4.63035, 0.26775], [-0.28702, 5.72965, -0.26315], [-1.41032, 3.91535, -0.03185], [2.76488, 5.79525, 3.63205], [3.72278, 5.47435, 4.33525], [2.34698, 6.95355, 3.58945], [3.34728, 3.20835, 3.60755], [0.84398, 6.21485, 1.85675], [-0.24602, -4.99435, -3.22635], [0.59898, -3.69985, -2.17685], [0.12178, -4.41065, -0.54705], [2.32398, -4.37685, -2.24965], [-0.06132, -6.00375, -2.86305], [0.09178, -4.90935, -4.25695], [-1.31552, -4.79605, -3.20045], [0.57808, -5.38765, -0.39445], [-0.96052, -4.50005, -0.50555], [0.43998, -3.72735, 0.23575], [2.36678, -5.43475, -1.99795], [2.90878, -3.80685, -1.53205], [2.74048, -4.21785, -3.24265], [-4.64052, -1.99435, 3.09265], [-6.08742, -1.64005, 2.76275], [-6.29362, -0.16425, 2.40035], [-6.09292, 0.17265, 0.91415], [-4.72312, 0.11535, 0.43955], [-3.82582, 1.12895, 0.76245], [-2.61162, 0.87135, 1.85455], [-3.94452, 2.33055, 0.17395], [-4.80392, 2.69055, -0.92495], [-5.47362, 4.05135, -0.70215], [-6.45812, 4.10775, 0.46805], [-5.77082, 4.12485, 1.82915], [-4.54452, -3.05225, 3.32665], [-4.30052, -1.42145, 3.95175], [-3.95532, -1.78145, 2.27935], [-6.70162, -1.86475, 3.64245], [-6.45652, -2.26635, 1.94435], [-5.61422, 0.44575, 2.99765], [-7.31942, 0.12205, 2.65515], [-6.47122, 1.18245, 0.75005], [-6.67692, -0.52265, 0.30025], [-4.30112, -0.77615, 0.68625], [-3.12432, 2.92085, 0.29385], [-5.54672, 1.90515, -1.07555], [-4.19702, 2.77205, -1.83495], [-5.99912, 4.31675, -1.62395], [-4.68552, 4.78825, -0.54235], [-7.14652, 3.25985, 0.40785], [-7.06042, 5.01645, 0.36885], [-5.22682, 3.20405, 2.00955], [-6.50372, 4.25095, 2.62405], [-5.06172, 4.94745, 1.88005], [3.16678, -1.86405, -0.04755], [3.55098, -1.56905, 1.33855], [4.47568, -3.17575, 1.84005], [3.51948, -4.30035, 1.78845], [3.75068, -5.42875, 1.00695], [2.85138, -6.47945, 0.99945], [1.68748, -6.40365, 1.74535], [1.42258, -5.26625, 2.49535], [2.33588, -4.23065, 2.52235], [5.21458, -0.64685, 1.21265], [5.92958, -1.10275, 0.01225], [5.37968, -0.84075, -1.24265], [5.95388, -1.35885, -2.38795], [7.10778, -2.12085, -2.30955], [7.67598, -2.36885, -1.07105], [7.08648, -1.87685, 0.07865], [4.78048, -2.95685, 2.86285], [5.34208, -3.35085, 1.20845], [4.64738, -5.48375, 0.40265], [3.06388, -7.36335, 0.40975], [0.97638, -7.21835, 1.71745], [0.49128, -5.16975, 3.03485], [2.13118, -3.34465, 3.10735], [5.73958, -0.83515, 2.14445], [4.92198, 0.39525, 1.16185], [4.49248, -0.23355, -1.30055], [5.48928, -1.18135, -3.34705], [7.55818, -2.52875, -3.20515], [8.57438, -2.96685, -0.99865], [7.53668, -2.08545, 1.04045], [-1.55572, -3.33675, 3.11175], [-1.10212, -2.25505, 2.72875], [-0.91022, -1.94195, 1.51265], [-0.83092, -1.17205, 3.75765], [-0.18362, 0.00765, 3.41545], [-0.08672, 1.04205, 4.32795], [-0.62502, 0.90475, 5.59435], [-1.25282, -0.27695, 5.95085], [-1.35522, -1.30985, 5.03755], [0.21868, 0.11725, 2.42165], [0.39558, 1.96495, 4.04675], [-0.55342, 1.71695, 6.30665], [-1.67232, -0.38595, 6.94375], [-1.85002, -2.23485, 5.30005]],
  "orbital_gap_ha": 0.214,
  "largest_force_ev_per_a": 3.0,
  "energy_ha": -8164.90731,
  "total_charge": -2,
  "e_homo_ev": -3.072
}